No. 1
Formula: C8H20BF3O11S2Si2
Source: OMol25
Level of theory: ωB97M-V/def2-TZVPD

## Properties
E_LUMO: 0.52 eV
E: -77401.740 eV
orbital gap: 0.363 Ha

Last column: Mulliken charge in e.
CARTESIAN COORDINATES (ANGSTROEM)
C -1.50240 -1.76222 -1.42926  -0.351
O -2.47434 -0.68697 -1.30431  -0.508
B -1.75112 0.52751 -1.02052  0.921
O -1.88172 1.57977 -1.98702  -0.567
Si -0.64876 0.59518 0.59789  0.536
O -1.20957 1.78573 1.76864  -0.220
Si -0.35761 1.44064 3.22823  0.590
F 0.95471 0.41556 2.88724  -0.295
F -1.38502 0.52407 4.22839  -0.329
C 0.18434 3.00273 4.15209  -0.804
C 1.58409 3.58772 3.71498  0.371
C 2.03635 4.60640 4.86265  -1.151
F 2.60549 2.62158 3.63327  -0.317
H -1.89996 -2.52087 -2.16518  0.315
H -0.51201 -1.39443 -1.83896  0.263
H -1.38006 -2.26692 -0.42172  -0.032
H -1.06861 1.50084 -2.52604  0.238
H 0.74353 0.88030 0.23453  -0.226
H -0.77366 -0.70653 1.29218  -0.214
H -0.59698 3.79565 4.01576  0.341
H 0.23456 2.74972 5.25122  0.330
H 1.55925 4.14312 2.73799  0.272
H 3.16226 4.62126 4.81090  0.320
H 1.63146 5.63725 4.70226  0.312
H 1.75203 4.17985 5.86898  0.317
C 0.32252 -3.81100 3.08895  -0.347
C 1.74744 -4.21131 2.74865  -0.369
O 1.71890 -4.52135 1.35328  -0.349
S 0.62246 -3.58021 0.62374  1.067
O 1.30350 -2.46436 0.04538  -0.477
O -0.26928 -4.41380 -0.11857  -0.546
O -0.13694 -3.06996 1.95759  -0.265
H -0.31845 -4.68866 3.20590  0.256
H 0.26900 -3.20104 3.98955  0.329
H 2.08753 -5.06961 3.32535  0.319
H 2.43831 -3.37699 2.89648  0.287
C -1.68524 -0.24817 -6.65266  -0.322
C -0.21669 -0.20069 -7.03666  -0.354
O 0.27276 1.01509 -6.46641  -0.326
S -0.52996 1.31730 -5.09473  1.140
O 0.26185 0.85017 -3.99526  -0.550
O -1.04984 2.64384 -5.15796  -0.541
O -1.74099 0.27091 -5.32248  -0.266
H -2.28425 0.39993 -7.29733  0.282
H -2.08710 -1.25979 -6.68273  0.314
H -0.06766 -0.20584 -8.11484  0.320
H 0.33585 -1.03140 -6.58944  0.283



No. 2
Formula: C8H20BeF6NO9P
Source: OMol25
Level of theory: ωB97M-V/def2-TZVPD

## Properties
E_LUMO: -0.62 eV
E: -54530.403 eV
orbital gap: 0.060 Ha
charge: -2

Last column: Mulliken charge in e.
CARTESIAN COORDINATES (ANGSTROEM)
Be -1.10650 -1.02218 0.70437  0.245
C -5.85009 -2.64818 0.93465  0.846
O -6.96912 -3.15017 0.83333  -0.462
O -4.85769 -3.35340 1.03558  -0.324
O -5.56771 -1.42909 0.80941  -0.393
P -1.46656 -3.12646 -5.42548  1.177
F -1.49425 -3.04673 -7.08123  -0.374
F -2.49023 -1.82161 -5.44197  -0.370
F -2.74272 -4.16524 -5.27001  -0.364
F -1.33142 -3.05276 -3.79172  -0.344
F -0.42661 -4.38843 -5.49350  -0.352
F -0.17173 -2.08913 -5.51702  -0.374
O 4.29099 -3.25497 -2.66398  -0.485
C 4.21842 -2.87448 -1.34380  0.655
O 5.17588 -2.53342 -0.57170  -0.742
O 2.99086 -2.75794 -0.89673  -0.718
H 3.37329 -3.07333 -2.44848  0.368
C 1.18329 3.49531 -3.16875  -1.357
C 1.05189 2.50920 -1.87928  0.131
C 1.78719 3.01422 -0.63128  -0.681
O 1.76924 2.02252 0.38607  -0.309
C 2.62524 2.28757 1.53821  -0.781
N -0.40242 2.37566 -1.68312  -0.596
H 2.23811 3.37892 -3.41755  0.321
H 1.04050 4.52887 -2.85336  0.327
H 0.55250 3.15366 -3.98940  0.480
H 1.46936 1.52729 -2.10224  0.405
H 1.31718 3.94875 -0.32496  0.297
H 2.83571 3.18777 -0.87334  0.374
H 2.87393 3.34865 1.55697  0.358
H 3.42792 1.58079 1.74857  0.270
H 1.99542 2.13926 2.41538  0.255
H -0.72872 3.30337 -1.45294  0.257
H -0.75110 2.27173 -2.62531  0.257
C -1.99652 3.79361 4.53813  -0.572
O -1.97040 2.40396 4.24262  -0.446
H -1.88228 4.27869 3.56873  0.207
H -2.95935 4.16827 4.88554  0.297
H -1.16149 4.11787 5.15917  0.226
H -2.56254 1.99541 4.87827  0.289
C 0.82975 -3.60039 5.25204  -0.571
O -0.34557 -3.09772 4.64176  -0.469
H 0.60582 -4.62434 5.55118  0.257
H 1.82334 -3.51487 4.81207  0.270
H 0.86990 -3.12874 6.23389  0.239
H -1.11071 -3.07775 5.22122  0.276



No. 3
Formula: C8H20Cl2O8V
Source: OMol25
Level of theory: ωB97M-V/def2-TZVPD

## Properties
E_LUMO (alpha / beta): 0.26 / 0.25 eV
2S+1: 4
E: -75735.895 eV
energy relative to the best compared isomer or geometry (same formula, charge and spin): 0.0 kcal per mole
orbital gap (alpha / beta): 0.273 / 0.327 Ha

Last column: Mulliken charge in e.
CARTESIAN COORDINATES (ANGSTROEM)
V -0.99518 -0.01273 -0.81436  0.688
Cl 0.17657 0.27694 -2.97806  -0.573
Cl -2.06525 -0.17295 1.46975  -0.567
C -1.96637 3.01800 -1.66140  -0.594
O -2.31724 1.66598 -1.40692  -0.359
H -2.33206 3.38143 -2.62427  0.326
H -2.40222 3.68154 -0.90668  0.285
H -0.88293 3.06854 -1.65042  0.149
H -3.21826 1.52498 -1.71045  0.205
C -2.65457 -2.73503 -0.97714  -0.557
O -2.34099 -1.50048 -1.64868  -0.341
H -3.70647 -2.78365 -0.69914  0.297
H -2.30732 -3.57902 -1.57140  0.311
H -2.10274 -2.72662 -0.03648  0.145
H -2.83764 -1.45214 -2.46938  0.262
C 2.47837 -4.28126 0.09742  -0.705
O 1.82015 -3.17154 -0.50677  -0.316
C 1.27671 -2.24263 0.25549  0.597
O 0.45124 -1.48003 -0.17478  -0.075
O 1.76154 -2.21684 1.48327  -0.398
C 1.18187 -1.25581 2.37616  -0.380
H 3.21565 -3.95271 0.82561  0.309
H 2.97048 -4.81649 -0.70461  0.265
H 1.73382 -4.90985 0.58366  0.289
H 1.58949 -1.46880 3.35986  0.278
H 0.10132 -1.38587 2.44485  0.232
H 1.38151 -0.24869 2.02400  0.053
C -0.86387 3.13884 1.87966  -0.380
O 0.42698 3.47093 1.32826  -0.376
C 0.97864 2.53512 0.58769  0.697
O 0.44252 1.53266 0.19010  -0.066
O 2.22875 2.86235 0.31391  -0.397
C 2.92835 1.92925 -0.50920  -0.458
H -1.47429 2.62994 1.13995  0.058
H -1.35747 4.08091 2.10458  0.205
H -0.70823 2.53714 2.76618  0.269
H 3.97982 2.20478 -0.53239  0.252
H 2.53705 1.94178 -1.52728  0.281
H 2.87226 0.91204 -0.12060  0.087



No. 4
Formula: C8H20ClGdI2OP2
Source: OMol25
Level of theory: ωB97M-V/def2-TZVPD

## Properties
E_LUMO (alpha / beta): -8.79 / -10.49 eV
2S+1: 8
E: -78775.980 eV
orbital gap (alpha / beta): 0.205 / 0.143 Ha
charge: +2

Last column: Mulliken charge in e.
CARTESIAN COORDINATES (ANGSTROEM)
I 1.40953 -1.21045 -4.92454  0.035
I 3.45018 -0.96356 -3.47364  -0.022
Gd 0.07086 -0.01551 0.00788  0.499
P 0.46635 2.23659 -0.37134  0.719
C 1.90669 3.00147 0.46391  -1.221
C 0.72871 2.64970 -2.13648  -1.186
H 0.82753 3.73139 -2.27916  0.407
H -0.73398 4.36315 -0.16774  0.440
H -0.12665 2.27274 -2.70296  0.407
H -1.82819 2.96075 -0.39901  0.383
H 2.81928 2.48062 0.16185  0.396
H 1.63242 2.14817 -2.49309  0.341
C -0.92963 3.32129 0.10843  -1.238
H 1.99164 4.06274 0.20820  0.424
H -1.08588 3.25051 1.18819  0.346
H 1.79562 2.89607 1.54651  0.351
P -0.55198 -2.23929 0.20592  0.759
C 0.46698 -3.31758 1.28111  -1.223
C -2.24954 -2.47457 0.85278  -1.239
H -1.22812 -2.58310 -2.07759  0.404
H -0.96320 -4.15831 -1.26148  0.409
H 0.42552 -3.17058 -1.80569  0.362
C -0.58505 -3.13815 -1.38977  -1.197
H -2.93373 -1.89824 0.22466  0.385
H -2.53249 -3.53279 0.84523  0.440
H 0.07615 -4.34023 1.29613  0.427
H 0.47147 -2.91512 2.29789  0.352
H -2.30251 -2.08733 1.87379  0.351
H 1.49657 -3.32719 0.91318  0.400
C 1.50203 -0.19744 1.11841  0.243
O 2.42198 -0.31421 1.83261  -0.153
Cl -2.88370 0.87150 1.67362  0.087
C -1.18004 0.53318 2.05969  -0.944
H -0.72539 1.41710 2.55015  0.528
H -1.11945 -0.31330 2.77235  0.528



No. 5
Formula: C8H20ClNO
Source: OMol25
Level of theory: ωB97M-V/def2-TZVPD

## Properties
E_LUMO: 0.00 eV
E: -24673.233 eV
energy relative to the best compared isomer or geometry (same formula, charge and spin): 120.5 kcal per mole
orbital gap: 0.262 Ha

Last column: Mulliken charge in e.
CARTESIAN COORDINATES (ANGSTROEM)
C 27.42100 68.28900 39.60100  -1.256
C 28.40900 67.08100 39.65300  -0.626
N 28.46600 66.27000 38.33300  0.349
C 27.14400 65.55300 38.15200  -1.101
C 28.72900 67.11900 37.13200  -0.921
C 30.07600 67.90000 37.28800  -1.106
C 29.40300 65.08000 38.41400  -0.500
C 29.20200 64.22300 39.67300  -0.587
O 30.14600 63.09600 39.71400  -0.355
C 30.21700 62.44000 40.92900  -0.897
H 27.37500 68.82800 40.51800  0.470
H 26.37700 68.15900 39.30800  0.292
H 28.07400 69.17800 39.14100  0.227
H 28.00900 66.54200 40.39500  0.341
H 29.43700 66.94100 39.94300  0.672
H 26.57400 65.08900 38.95000  0.308
H 27.27300 64.79100 37.32000  0.431
H 26.29400 66.16700 37.82500  0.417
H 27.77200 67.74200 36.99100  0.433
H 28.73900 66.66500 36.37900  0.921
H 30.61600 68.38700 36.55300  0.523
H 30.93400 67.17600 37.54700  0.245
H 30.26200 68.66300 38.08700  0.277
H 30.39200 65.55900 38.47100  0.154
H 29.21400 64.49300 37.50900  0.291
H 28.19900 63.66800 39.56900  0.251
H 29.13300 64.49400 40.71100  0.501
H 29.48500 62.06100 41.30500  0.497
H 30.63600 63.08100 41.77400  0.317
H 31.15000 61.76300 40.59400  0.203
Cl 26.88300 64.29500 42.05800  -0.771



No. 6
Formula: C8H20CoN4S5Sb
Source: OMol25
Level of theory: ωB97M-V/def2-TZVPD

## Properties
E_LUMO (alpha / beta): -1.50 / -0.04 eV
2S+1: 3
E: -112923.879 eV
energy relative to the best compared isomer or geometry (same formula, charge and spin): 3.2 kcal per mole
orbital gap (alpha / beta): 0.197 / 0.251 Ha

Last column: Mulliken charge in e.
CARTESIAN COORDINATES (ANGSTROEM)
Co -0.79866 -0.21935 0.42061  0.173
S 1.71222 1.42779 3.95956  -0.617
Sb -0.03917 -0.02179 3.81974  0.514
S -1.47077 1.02689 2.05259  -0.500
S 0.47899 -1.29345 1.72262  -0.304
C -1.03484 -0.50820 -4.61174  -0.907
N -1.73779 -0.75223 -3.35476  -0.155
C -2.14641 0.09806 -2.41752  0.474
S -2.70516 -0.54808 -0.91407  -0.503
N -2.22760 1.41179 -2.59021  -0.064
C -1.77539 2.23989 -3.69973  -0.994
H -0.53473 -1.43159 -4.89161  0.340
H -0.27075 0.25354 -4.49012  0.276
H -1.71709 -0.23269 -5.41443  0.321
H -1.77352 -1.70511 -3.04025  0.267
H -2.53437 1.88838 -1.75978  0.251
H -2.14907 1.86923 -4.65036  0.338
H -0.68681 2.30283 -3.73445  0.299
H -2.17371 3.23932 -3.55027  0.366
C 4.19746 4.22085 -1.92398  -1.180
C 2.72775 3.89429 -1.70638  -0.091
N 2.53324 2.46183 -1.46119  -0.164
C 1.58260 1.90367 -0.66537  0.422
S 0.84406 0.46321 -1.24843  -0.365
N 1.28478 2.44187 0.49925  0.372
C 2.09693 3.36728 1.29546  -0.041
C 1.34796 4.65000 1.62549  -1.011
H 4.31112 5.26201 -2.23299  0.375
H 4.61920 3.58488 -2.70475  0.320
H 4.77093 4.06385 -1.00814  0.287
H 2.15205 4.18678 -2.59083  0.349
H 2.33022 4.45611 -0.87024  0.007
H 2.76345 1.87406 -2.24522  0.312
H 0.57095 1.95757 1.04183  -0.035
H 3.03136 3.56583 0.77804  0.238
H 2.33780 2.83658 2.21622  -0.246
H 1.20753 5.29061 0.75013  0.295
H 1.90697 5.21172 2.37660  0.328
H 0.36744 4.41614 2.04387  0.255